Entry 1:
# C24H48O6

6 unconnected molecules or ions with the total composition C24H48O6 at a distorted geometry (ωB97M-V/def2-TZVPD, the OMol25 dataset).

CARTESIAN COORDINATES (ANGSTROEM)
C 2.49 -3.26 3.72
C 1.79 -4.37 2.87
C 0.45 -3.73 2.56
O 0.34 -2.56 3.23
C 1.69 -2.05 3.35
H 3.41 -3.01 3.28
H 2.77 -3.48 4.69
H 1.78 -5.42 3.41
H 2.31 -4.46 1.85
H -0.25 -4.32 3.17
H 0.06 -3.76 1.52
H 1.66 -1.45 4.20
H 1.98 -1.51 2.42
C 2.75 -2.25 -1.36
C 3.62 -3.40 -1.12
C 5.02 -2.83 -0.78
O 4.85 -1.50 -0.44
C 3.89 -1.18 -1.38
H 1.99 -2.12 -0.61
H 2.12 -2.31 -2.12
H 3.79 -4.33 -1.71
H 3.43 -3.81 -0.19
H 5.58 -2.56 -1.85
H 5.80 -3.35 -0.08
H 4.18 -1.12 -2.45
H 3.40 -0.26 -1.12
C -0.19 1.79 -0.51
C 0.24 1.17 -1.69
C -0.40 -0.08 -1.89
O -1.12 -0.32 -0.55
C -0.50 0.56 0.44
H -1.16 2.37 -0.61
H 0.21 2.57 -0.09
H 1.21 0.96 -1.48
H 0.39 2.03 -2.35
H 0.10 -0.87 -2.19
H -1.17 -0.15 -2.60
H 0.28 0.04 0.85
H -1.06 0.83 1.20
C -4.64 1.53 0.76
C -5.65 2.64 1.01
C -5.79 3.27 -0.26
O -5.65 2.22 -1.18
C -4.53 1.51 -0.79
H -4.93 0.60 1.15
H -3.77 1.88 1.26
H -5.41 3.44 1.73
H -6.64 2.21 1.35
H -5.10 4.07 -0.51
H -6.73 3.65 -0.44
H -3.53 1.97 -1.22
H -4.41 0.51 -1.19
C -1.88 1.55 4.50
C -0.98 2.67 4.14
C 0.39 2.13 4.02
O 0.41 0.96 4.80
C -0.89 0.27 4.69
H -2.46 1.24 3.55
H -2.29 2.01 5.48
H -0.95 3.40 5.01
H -1.44 3.17 3.36
H 0.99 3.12 4.45
H 0.66 1.77 3.03
H -1.04 -0.46 5.53
H -0.70 -0.47 3.83
C -0.09 1.64 -5.70
C 1.31 1.79 -5.32
C 1.80 0.32 -4.90
O 0.43 -0.24 -5.04
C -0.35 0.24 -6.14
H -0.48 2.32 -6.57
H -0.72 2.19 -4.76
H 1.50 2.21 -4.17
H 2.07 2.17 -6.05
H 2.44 0.19 -3.99
H 2.34 -0.09 -5.66
H -1.36 -0.13 -6.23
H 0.28 0.04 -7.09

Summary:
**Total energy**: -1394.1695 hartree
**M**: 432.6 g/mol
**HOMO-LUMO gap**: 10.0 eV
**LUMO energy**: 0.63 eV
**SMILES**: C1CCOC1.C1CCOC1.C1CCOC1.C1CCOC1.C1CCOC1.C1CCOC1
**2S+1**: 1
**Energy above the lowest of the compared OMol25 structures with the same formula, charge and spin**: 1243.25 kJ/mol

These are the Löwdin partial charges, in e, on atoms 1 to 4: atom 1 (C): -0.151, atom 2 (C): -0.132, atom 3 (C): -0.293, atom 4 (O): -0.147

=====

Entry 2:
# C24H48O6S6

8 unconnected molecules or ions with the total composition C24H48O6S6 at a distorted geometry (ωB97M-V/def2-TZVPD, the OMol25 dataset).

CARTESIAN COORDINATES (ANGSTROEM)
C 1.52 0.03 4.42
S 0.65 1.57 4.51
O 0.66 2.04 3.12
C -1.02 1.01 4.88
H 2.45 0.14 3.92
H 0.81 -0.52 3.68
H 1.75 -0.37 5.30
H -1.10 0.14 5.68
H -1.52 0.62 4.08
H -1.36 1.94 5.33
C -3.96 -1.12 -0.13
S -4.38 -2.21 1.36
O -4.17 -3.66 0.83
C -3.01 -1.97 2.50
H -4.93 -1.08 -0.85
H -2.96 -1.39 -0.67
H -3.68 -0.34 0.24
H -2.77 -0.94 2.65
H -2.18 -2.36 2.03
H -3.08 -2.34 3.65
C -5.35 3.05 0.85
S -4.54 4.00 2.07
O -4.53 3.09 3.31
C -2.90 3.84 1.59
H -5.11 2.12 0.86
H -4.92 3.44 -0.20
H -6.44 3.28 0.85
H -2.60 4.10 0.44
H -2.70 2.91 1.65
H -2.43 4.35 2.27
C 1.55 0.95 -5.02
S 2.46 2.28 -4.31
O 3.18 2.93 -5.47
C 1.21 3.50 -3.97
H 0.67 0.90 -4.53
H 1.99 0.00 -5.12
H 1.31 1.08 -5.98
H 0.32 3.14 -3.37
H 0.83 3.54 -5.00
H 1.69 4.36 -3.57
C 1.97 0.51 -0.07
S 0.52 1.45 0.03
O -0.11 1.58 -1.35
C -0.51 0.17 0.81
H 2.01 -0.12 -1.02
H 2.08 0.16 0.83
H 2.84 1.21 -0.09
H -1.54 0.62 1.06
H -0.23 0.07 1.78
H -0.65 -0.66 0.28
C -3.35 2.97 -2.45
S -2.42 2.58 -3.94
O -3.42 1.75 -4.75
C -2.60 4.22 -4.73
H -2.95 2.33 -1.65
H -4.49 2.98 -2.50
H -2.92 3.87 -2.12
H -1.96 4.03 -5.66
H -2.14 4.94 -4.01
H -3.67 4.40 -4.86
C 2.15 -5.30 -0.01
C 2.23 -3.74 -0.10
C 1.02 -3.16 -0.27
C -0.16 -3.80 -0.52
C -0.29 -5.25 -0.51
C 0.92 -6.01 -0.23
H 3.01 -5.88 -0.13
H 3.12 -3.36 0.05
H 1.07 -2.06 -0.70
H -1.15 -3.48 -0.79
H -1.13 -5.83 -0.58
H 0.87 -7.16 0.01
C 6.37 -2.98 2.44
C 5.67 -1.59 2.30
C 5.27 -1.27 0.96
C 5.44 -2.11 -0.04
C 5.96 -3.32 0.05
C 6.56 -3.85 1.41
H 6.46 -3.44 3.50
H 5.41 -0.99 3.18
H 4.80 -0.16 0.88
H 5.26 -1.75 -0.88
H 6.13 -4.01 -0.85
H 7.08 -4.65 1.40

Summary:
**Total energy**: -3783.1675 hartree
**M**: 625.0 g/mol
**HOMO-LUMO gap**: 8.7 eV
**LUMO energy**: 0.12 eV
**2S+1**: 1
**Energy above the lowest of the compared OMol25 structures with the same formula, charge and spin**: 45.69 kJ/mol

These are the Löwdin partial charges, in e, on atoms 1 to 4: atom 1 (C): -0.244, atom 2 (S): 0.815, atom 3 (O): -0.564, atom 4 (C): -0.238

=====

Entry 3:
# C24H49F3IN6O5

2 unconnected molecules or ions with the total composition C24H49F3IN6O5 at a distorted geometry (ωB97M-V/def2-TZVPD, the OMol25 dataset).

CARTESIAN COORDINATES (ANGSTROEM)
C 5.39 3.53 3.54
C 3.96 3.16 3.96
C 2.99 2.93 2.80
I 0.96 3.42 3.47
N 3.32 3.67 1.59
C 2.69 3.18 0.45
N 1.70 3.85 -0.05
C 0.95 3.51 -1.26
C -0.30 2.68 -1.00
C -0.83 2.19 -2.35
C -2.12 1.38 -2.22
O -1.93 0.07 -2.82
C -2.20 -0.95 -1.94
C -1.13 -1.19 -0.89
O -3.20 -1.61 -2.02
N 3.19 2.01 -0.09
C 4.02 2.19 -1.30
C 5.39 1.50 -1.27
C 5.73 0.92 -2.65
C 5.45 -0.58 -2.80
N 5.99 -1.37 -1.69
C 5.50 -2.67 -1.52
N 6.21 -3.68 -1.20
N 4.09 -2.82 -1.67
C 2.31 0.85 -0.07
C 3.02 -0.46 0.23
C 3.67 -0.58 1.58
F 4.38 -1.75 1.63
F 2.75 -0.62 2.58
F 4.54 0.43 1.87
H 5.97 2.65 3.30
H 5.42 4.22 2.71
H 5.86 4.02 4.38
H 3.58 3.92 4.63
H 4.01 2.25 4.54
H 2.93 1.87 2.58
H 3.10 4.65 1.72
H 1.41 4.68 0.45
H 0.63 4.45 -1.69
H 1.58 3.04 -2.00
H -1.06 3.34 -0.57
H -0.14 1.87 -0.31
H -1.02 3.08 -2.95
H -0.06 1.62 -2.86
H -2.89 1.85 -2.82
H -2.43 1.29 -1.19
H -0.15 -1.18 -1.36
H -1.32 -2.13 -0.40
H -1.20 -0.41 -0.14
H 3.45 1.80 -2.15
H 4.13 3.25 -1.50
H 6.13 2.27 -1.09
H 5.45 0.74 -0.50
H 5.19 1.44 -3.43
H 6.79 1.07 -2.85
H 4.40 -0.79 -2.94
H 5.93 -0.90 -3.72
H 7.00 -1.38 -1.71
H 7.20 -3.44 -1.13
H 3.70 -2.98 -0.76
H 3.92 -3.62 -2.25
H 1.56 1.01 0.71
H 1.75 0.73 -1.00
H 3.74 -0.72 -0.54
H 2.26 -1.24 0.20
C -10.58 -3.15 1.02
O -9.32 -2.73 1.52
C -8.72 -3.64 2.42
C -7.22 -3.73 2.21
O -6.82 -4.39 1.02
C -7.01 -3.75 -0.23
C -6.11 -2.56 -0.50
O -6.46 -1.43 0.29
C -5.36 -0.72 0.78
H -11.37 -2.99 1.76
H -10.80 -2.55 0.14
H -10.56 -4.20 0.73
H -9.16 -4.64 2.31
H -8.90 -3.29 3.44
H -6.83 -4.35 3.01
H -6.76 -2.74 2.30
H -8.06 -3.49 -0.39
H -6.76 -4.51 -0.97
H -6.21 -2.28 -1.56
H -5.07 -2.85 -0.32
H -4.62 -1.39 1.24
H -5.72 -0.04 1.55
H -4.88 -0.14 -0.01

Summary:
**Total energy**: -2245.6072 hartree
**M**: 685.6 g/mol
**HOMO-LUMO gap**: 6.5 eV
**Total charge**: +1
**LUMO energy**: -3.73 eV
**2S+1**: 1

These are the Löwdin partial charges, in e, on atoms 1 to 4: atom 1 (C): -0.082, atom 2 (C): -0.289, atom 3 (C): -0.686, atom 4 (I): 0.860

=====

Entry 4:
# C24H49N4O8P

4 unconnected molecules or ions with the total composition C24H49N4O8P (ωB97M-V/def2-TZVPD, the OMol25 dataset).

CARTESIAN COORDINATES (ANGSTROEM)
C 4.40 1.77 4.27
C 4.69 1.20 2.92
O 5.13 1.84 2.01
O 4.42 -0.13 2.81
C 3.64 -0.49 1.65
C 2.18 -0.08 1.79
C 1.31 -1.14 2.51
C 0.69 -0.64 3.82
C -0.39 0.41 3.73
C -0.70 1.19 4.77
C -1.81 2.17 4.63
O -1.78 3.29 5.09
C -2.95 1.70 3.79
P -4.66 2.15 4.29
N -4.98 3.45 3.20
O -5.47 0.97 3.46
C -2.64 0.95 2.73
C -1.21 0.63 2.49
O -0.74 0.62 1.37
H 5.34 2.03 4.76
H 3.82 2.68 4.15
H 3.84 1.07 4.90
H 4.09 -0.08 0.75
H 3.72 -1.58 1.57
H 2.11 0.86 2.35
H 1.78 0.07 0.79
H 1.95 -1.99 2.75
H 0.54 -1.50 1.84
H 0.22 -1.51 4.31
H 1.48 -0.31 4.50
H -0.19 1.13 5.73
H -4.94 4.29 3.78
H -5.95 3.37 2.91
H -5.14 0.12 3.79
H -3.38 0.56 2.03
C -5.62 -0.16 -0.71
O -4.24 -0.12 -0.39
C -3.38 -0.83 -1.26
C -2.97 -0.05 -2.52
C -4.06 0.02 -3.58
N -2.52 1.31 -2.21
H -5.90 -1.13 -1.15
H -5.90 0.64 -1.40
H -6.17 -0.02 0.22
H -2.47 -1.02 -0.68
H -3.82 -1.80 -1.52
H -2.12 -0.58 -2.95
H -4.84 0.73 -3.31
H -3.64 0.35 -4.53
H -4.52 -0.96 -3.74
H -1.72 1.27 -1.58
H -3.24 1.76 -1.66
C 10.54 0.15 3.94
O 9.16 0.29 3.67
C 8.76 1.57 3.22
C 8.94 1.81 1.71
C 10.38 2.08 1.30
N 8.41 0.71 0.90
H 10.97 1.07 4.34
H 11.10 -0.14 3.04
H 10.65 -0.64 4.68
H 7.69 1.63 3.44
H 9.26 2.35 3.80
H 8.35 2.70 1.47
H 10.98 1.17 1.30
H 10.41 2.49 0.29
H 10.86 2.80 1.98
H 7.42 0.61 1.11
H 8.83 -0.15 1.24
C -4.89 -3.49 -5.54
O -6.00 -2.61 -5.55
C -6.11 -1.77 -6.68
C -6.80 -2.42 -7.89
C -5.91 -3.41 -8.65
N -8.05 -3.09 -7.53
H -4.02 -3.04 -6.02
H -5.13 -4.44 -6.03
H -4.65 -3.70 -4.50
H -6.72 -0.92 -6.36
H -5.12 -1.38 -6.96
H -7.05 -1.61 -8.58
H -5.81 -4.35 -8.11
H -6.35 -3.63 -9.62
H -4.91 -2.99 -8.81
H -8.69 -2.42 -7.12
H -7.85 -3.74 -6.77

Summary:
**Total energy**: -2106.0895 hartree
**M**: 552.7 g/mol
**HOMO-LUMO gap**: 7.6 eV
**LUMO energy**: -1.09 eV
**SMILES**: CC(=O)OCCCCC1=CC(=O)C(P(N)O)=CC1=O.COC[C@@H](C)N.COC[C@@H](C)N.COC[C@@H](C)N
**2S+1**: 1

These are the Löwdin partial charges, in e, on atoms 1 to 4: atom 1 (C): 0.026, atom 2 (C): -0.554, atom 3 (O): 0.114, atom 4 (O): -0.022